The following is a DFT calculation (ωB97M-V/def2-TZVPD) of 13 unconnected molecules or ions with the total composition C49H125N7O13 in a non-equilibrium geometry.

Its HOMO-LUMO gap is 8.2 eV. For the energy relative to the best compared isomer or geometry (same formula, charge and spin), the calculation gives 6.638 eV. The calculation puts the molar mass at 1020.58 g mol⁻¹. As for the total energy: -89874.204 eV.

ORCA input file:
```
! RIJCOSX wB97M-V def2-TZVPD def2/J DEFGRID3
* xyz 0 1
C 1.129 -3.095 -2.008
C 0.349 -1.777 -1.613
C 1.448 -0.943 -0.802
C 1.089 0.522 -0.606
C 0.986 1.109 -2.061
C -0.116 0.419 -2.944
N -0.019 -1.052 -2.867
O -0.856 -1.804 -3.730
C -1.482 0.913 -2.442
C 0.128 0.905 -4.380
C -0.798 -2.131 -0.718
H 1.478 -3.607 -1.111
H 2.096 -2.968 -2.495
H 0.444 -3.765 -2.528
H 1.441 -1.258 0.242
H 2.443 -1.026 -1.238
H 1.808 1.124 -0.051
H 0.168 0.682 -0.047
H 1.910 1.051 -2.637
H 0.770 2.174 -1.975
H -2.264 0.366 -2.969
H -1.738 0.663 -1.412
H -1.679 1.984 -2.502
H -0.732 0.612 -4.981
H 0.431 1.945 -4.503
H 0.981 0.369 -4.797
H -1.388 -2.958 -1.112
H -1.445 -1.258 -0.629
H -0.594 -2.335 0.333
H -1.737 -1.491 -3.512
C -5.970 1.442 4.077
C -5.249 2.012 5.369
C -3.799 1.431 5.233
C -2.795 2.202 6.072
C -2.735 3.658 5.666
C -4.147 4.320 5.707
N -5.275 3.514 5.218
O -6.530 4.127 5.237
C -4.434 4.656 7.159
C -3.913 5.591 4.882
C -5.955 1.578 6.637
H -7.023 1.689 4.209
H -5.941 0.354 4.126
H -5.591 1.817 3.126
H -3.709 0.449 5.697
H -3.376 1.366 4.231
H -1.851 1.670 5.953
H -3.086 2.172 7.122
H -2.352 3.743 4.649
H -1.994 4.157 6.290
H -5.284 5.338 7.170
H -4.541 3.863 7.899
H -3.579 5.234 7.510
H -2.946 6.053 5.077
H -3.949 5.389 3.811
H -4.702 6.305 5.117
H -6.091 0.498 6.700
H -6.899 2.120 6.694
H -5.475 1.872 7.571
H -6.735 4.235 6.169
C 1.733 -6.780 7.140
C 2.664 -5.923 7.960
C 1.889 -4.611 8.255
C 0.769 -4.590 9.291
C 1.287 -5.292 10.616
C 2.036 -6.614 10.361
N 3.020 -6.538 9.279
O 3.891 -7.614 9.128
C 2.814 -6.817 11.656
C 1.112 -7.785 10.044
C 3.983 -5.501 7.234
H 0.683 -6.515 7.258
H 1.853 -7.825 7.426
H 1.905 -6.687 6.068
H 2.592 -3.892 8.677
H 1.525 -4.220 7.305
H -0.052 -5.165 8.865
H 0.462 -3.545 9.343
H 0.407 -5.575 11.193
H 1.809 -4.546 11.216
H 3.345 -7.767 11.597
H 3.624 -6.109 11.830
H 2.147 -6.989 12.500
H 0.436 -7.622 9.204
H 1.647 -8.681 9.729
H 0.484 -7.879 10.930
H 3.722 -5.371 6.184
H 4.640 -6.368 7.164
H 4.480 -4.627 7.656
H 4.656 -7.369 9.653
C 6.074 9.349 0.022
C 4.997 8.483 -0.625
C 4.171 9.281 -1.658
O 3.044 8.517 -2.114
C 1.990 8.406 -1.200
N 5.722 7.411 -1.251
H 5.648 10.080 0.708
H 6.775 9.829 -0.661
H 6.743 8.761 0.650
H 4.325 8.146 0.165
H 4.859 9.613 -2.435
H 3.873 10.222 -1.194
H 1.472 9.360 -1.108
H 2.316 7.971 -0.255
H 1.322 7.660 -1.632
H 5.014 6.802 -1.634
H 6.176 6.968 -0.466
C 7.654 -0.084 1.958
C 8.511 0.737 0.927
C 8.061 0.565 -0.488
O 7.923 -0.785 -0.870
C 7.787 -1.000 -2.275
N 8.547 2.158 1.282
H 8.066 -0.030 2.966
H 7.496 -1.103 1.606
H 6.628 0.271 2.058
H 9.539 0.377 0.880
H 8.727 1.099 -1.167
H 7.135 1.122 -0.633
H 7.745 -2.070 -2.479
H 8.578 -0.597 -2.907
H 6.809 -0.587 -2.521
H 9.049 2.116 2.158
H 9.244 2.573 0.680
C -2.173 -10.044 -4.775
C -2.955 -10.586 -3.552
C -2.089 -10.682 -2.225
O -2.671 -11.645 -1.312
C -1.931 -11.842 -0.144
N -4.213 -9.898 -3.389
H -1.885 -9.000 -4.654
H -2.745 -10.146 -5.697
H -1.269 -10.642 -4.897
H -3.231 -11.637 -3.638
H -2.024 -9.646 -1.892
H -1.099 -11.063 -2.477
H -2.375 -12.526 0.580
H -1.901 -10.814 0.217
H -0.919 -12.205 -0.323
H -4.610 -10.086 -2.480
H -4.893 -10.153 -4.090
C -6.218 4.189 -9.037
C -5.814 5.694 -9.016
C -4.486 6.174 -9.747
O -3.277 5.924 -9.033
C -3.050 7.035 -8.149
N -6.946 6.493 -9.535
H -7.231 3.971 -8.701
H -5.452 3.684 -8.448
H -6.114 3.646 -9.977
H -5.779 5.966 -7.961
H -4.547 7.145 -10.239
H -4.455 5.654 -10.705
H -2.101 7.421 -8.522
H -2.987 6.690 -7.117
H -3.784 7.839 -8.098
H -6.795 7.435 -9.204
H -7.739 6.115 -9.037
C 4.820 4.133 6.732
O 5.178 5.224 5.855
H 4.120 3.478 6.213
H 5.706 3.572 7.028
H 4.209 4.466 7.572
H 5.735 4.810 5.191
C -9.344 3.736 -3.300
O -9.839 5.043 -2.935
H -8.256 3.759 -3.232
H -9.677 2.893 -2.696
H -9.580 3.439 -4.322
H -9.246 5.453 -2.301
C 0.985 0.367 -12.321
O 1.561 1.239 -13.174
H 1.169 0.623 -11.277
H -0.095 0.445 -12.444
H 1.330 -0.627 -12.605
H 1.290 2.124 -12.917
C 4.841 6.256 -8.419
O 5.082 6.634 -9.773
H 5.484 6.689 -7.653
H 3.827 6.551 -8.150
H 4.926 5.170 -8.398
H 5.296 5.843 -10.274
C -7.052 -3.961 -2.605
O -6.273 -4.396 -3.698
H -7.295 -2.899 -2.641
H -8.032 -4.436 -2.569
H -6.593 -4.289 -1.672
H -6.123 -5.343 -3.638
C 2.760 -4.896 -8.162
O 2.530 -3.527 -7.813
H 3.446 -4.945 -9.008
H 3.315 -5.343 -7.337
H 1.796 -5.357 -8.377
H 1.853 -3.420 -7.141
*
```

Here are the Mulliken charges for atoms 1 to 6, given in e: number 1, C, carries -1.771; number 2, C, carries 1.469; number 3, C, carries -1.121; number 4, C, carries -0.692; number 5, C, carries -1.304; number 6, C, carries 1.506